114
Properties=species:S:1:pos:R:3:mulliken_charge:R:1 method="wB97M-V/def2-TZVPD" e_above_lowest_kj_mol=0.0 e_lumo_ha=-0.0769 homo_ha=-0.3020 fmax_ev_per_a=7.37 multiplicity=1
Br 5.61443 -2.19457 -1.15688 -0.130
H 1.14065 3.88130 -11.04660 0.412
H 0.00342 0.54003 5.63794 0.361
H -2.10598 -1.27048 -1.95929 0.383
O -4.12843 2.29104 -7.57353 -0.590
C -2.51968 -7.63367 2.52445 -0.397
C 0.41069 -0.10228 0.88436 -0.019
H -1.19275 2.40861 -4.21121 0.503
C 2.57880 -0.67706 -0.40767 -0.673
H 4.25463 -2.99518 10.69644 0.399
H 0.66935 -8.12784 4.77975 0.420
O 1.38448 0.16761 9.39696 -0.467
H -2.08951 0.21641 6.94283 0.446
S 0.98955 -1.08891 -3.35011 -0.317
O 0.74382 -6.29780 2.94134 -0.489
H -6.37484 3.29462 -8.00724 0.438
O -0.62790 0.77666 -1.91264 0.054
C -4.10257 0.50250 -4.50396 -0.410
O -6.68481 2.47474 -5.56392 -0.533
C -1.45288 -6.86163 2.31416 -0.249
C -7.34217 6.34402 -6.70576 0.336
C 2.81319 -1.53000 10.17974 -0.403
O 0.40098 -2.72701 3.50283 -0.775
H 6.53208 0.78566 2.88048 0.349
C 0.69674 2.25057 6.81360 0.617
C 0.59299 3.14821 -10.46738 -0.298
C 4.91500 -1.84236 8.95779 0.325
H -7.84710 6.67760 -4.60271 0.402
H 1.06906 3.91104 8.18679 0.439
O -2.48256 0.65797 -2.79881 -0.764
H -0.26608 1.43865 -1.27681 0.201
C 0.35912 3.12726 7.95372 -0.314
C -1.41118 1.61831 -10.30093 -0.301
H 5.93302 0.91099 -0.10215 0.213
O 3.28477 -2.59814 0.96458 -0.267
H -0.68559 0.06958 0.53178 0.601
H 3.20742 2.95329 -0.23631 0.322
O 5.96650 -2.43996 8.82772 -0.558
C 5.95943 0.14753 0.74290 -0.349
H 5.52646 -1.90019 1.33170 0.545
H -7.44410 4.32186 -3.90843 0.422
O -2.74193 1.72008 8.95227 -0.569
O 0.84026 2.41572 0.79218 -0.525
H 4.15900 0.17088 -2.93816 0.414
C 0.93249 1.30473 1.36479 -0.333
C -0.64684 2.61961 -11.07470 0.345
C -6.87981 3.62872 -5.90505 0.497
C -0.22991 -7.00449 3.13221 0.416
C -1.30163 -8.80874 4.40109 -0.374
C -2.86332 1.03126 -3.89694 0.448
H -2.31688 1.24239 -10.76005 0.421
Br 1.83182 -4.88875 1.32164 0.050
O -7.53694 7.49564 -7.04518 -0.546
C 3.96452 -2.18712 10.03640 -0.376
O 2.64074 -2.24917 3.72978 -0.701
O 1.72613 2.40968 6.17494 -0.603
C 4.53880 -0.74278 8.04415 -0.495
H 4.68940 0.68589 2.62762 -0.086
H 2.10585 -1.76858 10.96420 0.414
C -2.52456 -8.66593 3.58297 0.316
C -6.69312 4.05688 -7.30739 -0.216
C 3.54932 -1.15228 0.81873 0.742
H -6.77788 5.65043 -8.70200 0.418
C -0.23469 -8.03665 4.19081 -0.362
C -3.75140 1.91616 -6.47652 0.376
C -7.31305 4.65302 -4.93114 -0.431
C -6.90896 5.31944 -7.67941 -0.397
O 4.53386 0.73243 -2.20714 -0.479
H -4.65025 -0.23071 -3.92478 0.432
C 1.95140 -2.85663 1.42164 0.120
H 3.09736 0.72237 7.52737 0.310
C -1.71739 1.87749 8.31595 0.347
H 3.27475 -0.70139 1.82782 -0.407
O -1.02337 2.99355 -12.16923 -0.559
H 0.20955 -0.69312 1.86748 0.386
C 0.24141 1.73446 -8.49449 0.302
C 3.38728 -0.08577 8.18770 -0.035
C 1.00601 2.73597 -9.26822 -0.507
O 0.61840 1.35980 -7.39800 -0.519
C -0.25804 1.17390 6.47638 -0.138
I 1.84550 1.44631 3.37496 0.223
C -0.99786 1.20630 -9.10193 -0.214
H -3.42374 -7.54229 1.93550 0.409
H -1.02400 3.58710 9.49151 0.417
Cl 1.09717 -3.59991 -1.02756 0.015
C -7.52885 5.91528 -5.30303 -0.384
O 2.16127 1.68793 -2.06196 -0.734
O -1.36529 -1.72230 -1.48672 -0.464
O -3.49785 -9.37124 3.77270 -0.560
H -1.32199 -9.56870 5.17239 0.392
C -0.76247 2.95390 8.65287 -0.422
H 5.24582 -0.50404 7.25966 0.441
C 5.67553 0.93313 2.11665 -0.635
H 1.91168 3.11183 -8.80874 0.434
C -1.37978 1.00035 7.17552 -0.617
O 3.68240 2.10989 -0.02854 -0.513
P 3.15907 0.93623 -1.17700 0.733
C -2.51207 2.44445 -5.86913 -0.549
C -4.51609 0.91450 -5.70287 -0.513
H 7.06689 -0.18884 0.80500 0.464
C -2.09879 2.03259 -4.67034 -0.098
H 2.86076 -1.46025 -1.22347 0.650
C 0.91948 -2.33059 0.33003 -0.814
C 5.11367 -1.18255 0.51757 -0.873
C 1.67367 -2.59638 2.95997 0.509
H -1.54587 0.47312 -8.52293 0.475
H -1.96402 3.17759 -6.44815 0.551
H -0.16476 -2.46988 0.69591 0.836
N 1.12347 -0.89048 -0.17840 0.356
H -1.43262 -6.10154 1.54290 0.407
H 5.69305 2.06531 1.87947 0.187
C 2.43743 -0.43048 9.26588 0.448
P 0.07285 -0.78264 -1.65548 1.051
H -5.42050 0.53893 -6.16145 0.414